1.
Here is a structure of composition C51H37BrClN7O7Sr in a non-equilibrium geometry from the Open Molecules 2025 dataset. Energies are from ωB97M-V/def2-TZVPD.

Each line ends with the Mulliken charge.
Geometry (Å):
Sr 0.27 -2.22 0.19  2.13
O -1.02 -0.96 2.91  -0.73
C -0.16 -0.19 2.56  0.70
C 0.67 0.49 3.56  -1.02
C 1.96 0.84 3.41  -0.37
C 2.73 0.88 2.20  -0.67
C 2.23 0.98 0.96  -1.71
C 0.77 1.06 0.64  3.27
C 0.57 0.78 -0.83  2.11
N 1.14 1.46 -1.72  -0.80
C 0.90 1.19 -3.11  -0.65
C 1.04 -0.28 -3.64  -0.85
N 1.42 -1.31 -2.71  0.56
C 2.47 -1.95 -2.99  -0.60
C 2.99 -3.15 -2.39  0.65
C 4.26 -3.56 -2.81  -0.57
C 4.86 -4.71 -2.35  -0.79
C 4.16 -5.52 -1.45  -0.54
C 2.91 -5.16 -1.04  -0.45
C 2.25 -3.96 -1.46  0.36
O 1.09 -3.70 -1.05  -1.03
H 0.23 0.49 4.55  0.35
H 2.50 1.12 4.31  0.44
H 3.81 0.86 2.32  0.33
H 2.89 1.04 0.11  0.38
H -0.04 -0.10 -1.02  -1.32
H 1.61 1.82 -3.65  0.49
H -0.10 1.56 -3.34  0.19
H 1.75 -0.24 -4.48  0.54
H 0.07 -0.58 -4.05  0.08
H 3.10 -1.61 -3.84  0.02
H 4.79 -2.94 -3.52  0.32
H 5.85 -5.00 -2.69  0.36
H 4.61 -6.44 -1.10  0.41
H 2.36 -5.79 -0.35  0.40
O -3.94 -0.31 -6.51  -0.54
C -4.40 -1.44 -5.88  0.71
O -5.30 -2.06 -6.41  -0.65
C -3.76 -1.82 -4.64  0.44
C -4.09 -3.05 -4.05  -0.97
C -3.55 -3.46 -2.86  -0.70
C -2.63 -2.65 -2.15  -0.07
C -2.27 -1.43 -2.76  -0.25
C -2.81 -1.03 -3.95  -0.87
N -2.10 -2.95 -0.94  0.33
C -2.68 -3.85 -0.17  -0.07
C -2.18 -4.31 1.06  0.07
C -2.94 -5.25 1.81  -1.27
C -2.47 -5.71 3.01  -0.19
C -1.23 -5.24 3.47  -1.26
C -0.55 -4.33 2.68  -0.82
N -0.98 -3.88 1.52  0.35
H -3.22 0.08 -6.01  0.31
H -4.80 -3.68 -4.58  0.43
H -3.81 -4.44 -2.48  0.42
H -1.57 -0.80 -2.23  0.97
H -2.51 -0.06 -4.34  -0.12
H -3.66 -4.25 -0.45  0.23
H -3.89 -5.59 1.42  0.38
H -3.03 -6.42 3.60  0.40
H -0.83 -5.57 4.42  0.44
H 0.41 -3.95 2.99  0.77
Br -4.17 12.42 1.99  -0.28
C -3.68 10.57 1.86  0.15
C -2.44 10.15 2.32  -0.59
C -2.09 8.83 2.22  -0.17
C -2.98 7.88 1.66  0.10
C -4.24 8.34 1.22  -0.32
C -4.58 9.67 1.31  -0.46
N -2.74 6.56 1.54  -0.67
N -1.52 6.15 1.84  -0.17
C -1.11 4.92 1.57  -0.28
C 0.12 4.53 2.15  -1.31
C 0.73 3.33 1.87  -0.32
C 0.16 2.41 1.00  0.30
O 0.04 -0.03 1.25  -0.36
C -1.07 2.74 0.38  -0.30
N -1.61 1.83 -0.45  0.14
C -2.74 2.10 -1.07  -0.26
C -3.39 3.33 -0.95  -1.11
C -2.86 4.27 -0.10  -0.61
C -1.70 3.99 0.63  0.65
H -1.76 10.88 2.75  0.36
H -1.12 8.48 2.57  0.37
H -4.92 7.63 0.80  0.39
H -5.54 10.01 0.95  0.37
H 0.56 5.21 2.86  0.44
H 1.68 3.12 2.33  0.42
H -3.13 1.31 -1.70  0.35
H -4.28 3.53 -1.53  0.44
H -3.32 5.25 0.02  0.56
Cl 8.10 -3.52 3.41  -0.26
C 6.52 -3.08 2.84  0.49
C 5.50 -2.88 3.75  -0.96
C 4.23 -2.56 3.29  -0.12
C 4.00 -2.42 1.93  -0.02
C 5.04 -2.61 1.03  -0.07
C 6.30 -2.94 1.48  -1.08
C 2.63 -2.11 1.38  1.24
O 1.65 -2.39 2.10  -0.68
O 2.57 -1.58 0.27  -0.61
H 5.70 -3.00 4.81  0.41
H 3.41 -2.42 3.98  0.49
H 4.83 -2.50 -0.03  0.44
H 7.11 -3.11 0.78  0.41

Computed properties:
**ΔE to the lowest compared entry with this formula, charge and spin**: 39.2 kJ/mol
**Total charge**: -2
**Gap between HOMO and LUMO (alpha / beta)**: 4.76 / 5.09 eV
**Calculated total energy**: -161655.188 eV
**HOMO (alpha / beta)**: -1.348 / -1.672 eV



2.
Here is the molecule C10H10F3I in a non-equilibrium geometry from the Open Molecules 2025 dataset. Energies are from ωB97M-V/def2-TZVPD.

Each line ends with the natural charge from an NBO analysis.
Geometry (Å):
C -0.44 0.62 1.31  -0.19
C 0.14 1.34 -0.91  -0.20
C -0.81 -0.74 0.86  -0.34
C 0.25 0.07 -1.30  -0.20
C 0.09 1.61 0.55  0.00
C 0.25 -1.01 -0.34  -0.11
C 0.15 3.02 1.06  -0.63
C 2.22 -2.11 -1.47  -0.71
C 1.19 -1.98 -0.38  0.44
C -2.41 -0.77 0.63  0.64
F 1.17 -2.82 0.64  -0.32
F -2.89 -1.98 0.22  -0.34
F -2.94 -0.53 1.83  -0.34
I -3.15 0.68 -0.81  0.05
H -0.74 0.78 2.39  0.21
H 0.05 2.10 -1.58  0.20
H -0.54 -1.44 1.54  0.24
H 0.27 -0.10 -2.32  0.21
H 0.89 3.48 0.35  0.21
H -0.80 3.57 0.88  0.22
H 0.36 2.91 2.06  0.22
H 3.04 -1.33 -1.39  0.24
H 2.71 -3.03 -1.35  0.24
H 1.93 -2.33 -2.48  0.24

Computed properties:
**ΔE to the lowest compared entry with this formula, charge and spin**: 44.8 kJ/mol
**Total charge**: 0
**Gap between HOMO and LUMO**: 8.54 eV
**Calculated total energy**: -26782.476 eV
**HOMO**: -8.302 eV



3.
Here is the molecule C3H5N3O in a non-equilibrium geometry from the Open Molecules 2025 dataset. Energies are from ωB97M-V/def2-TZVPD.

Each line ends with the natural charge from an NBO analysis.
Geometry (Å):
C 0.48 -0.33 -0.49  -0.18
N -1.24 0.86 0.38  -0.45
C 0.12 1.14 -0.19  0.69
N 1.43 -0.99 0.36  -0.81
C -1.03 -0.65 -0.27  0.17
N -1.75 0.27 -0.96  -0.51
O 0.78 2.10 0.10  -0.52
H -1.94 1.19 1.03  0.44
H 0.74 -0.49 -1.53  0.23
H 1.35 -0.69 1.33  0.37
H 2.38 -0.81 0.06  0.38
H -1.35 -1.61 0.17  0.20

Computed properties:
**ΔE to the lowest compared entry with this formula, charge and spin**: 524.4 kJ/mol
**Total charge**: 0
**Gap between HOMO and LUMO**: 8.91 eV
**Calculated total energy**: -9705.149 eV
**HOMO**: -8.148 eV



4.
Here is the molecule C4H8O2 in a non-equilibrium geometry from the Open Molecules 2025 dataset. Energies are from ωB97M-V/def2-TZVPD.

Each line ends with the natural charge from an NBO analysis.
Geometry (Å):
C -0.01 1.35 -0.28  -0.10
C 0.48 0.12 0.47  -0.33
C 1.22 -1.04 -0.14  -0.44
C -0.26 -1.24 0.13  0.12
H -1.69 1.38 0.62  0.48
H 0.31 1.30 -1.31  0.20
H 0.45 2.26 0.07  0.19
H 0.62 0.28 1.61  0.21
H 1.65 -1.00 -1.11  0.22
H 1.76 -1.68 0.71  0.21
H -0.42 -1.98 0.87  0.16
H -1.46 -0.01 -0.61  0.48
O -1.42 1.33 -0.26  -0.67
O -1.23 -1.09 -0.77  -0.75

Computed properties:
**ΔE to the lowest compared entry with this formula, charge and spin**: 318.8 kJ/mol
**Total charge**: 0
**Gap between HOMO and LUMO**: 9.28 eV
**Calculated total energy**: -8369.978 eV
**HOMO**: -8.592 eV



5.
Here is the ion C4H8N3 with charge +1 in a non-equilibrium geometry from the Open Molecules 2025 dataset. Energies are from ωB97M-V/def2-TZVPD.

Each line ends with the natural charge from an NBO analysis.
Geometry (Å):
C -2.60 0.49 2.36  -0.13
C -1.45 0.38 1.92  -0.10
C 0.72 -0.36 -1.04  0.70
N 0.35 -0.61 -2.35  -0.83
N -0.19 -0.43 0.05  -0.56
N 1.80 0.33 -0.92  -0.70
C -0.11 0.05 1.43  -0.30
H -3.66 0.42 2.75  0.28
H -0.41 -0.01 -2.72  0.43
H 1.11 -0.62 -3.11  0.42
H -1.15 -0.76 -0.26  0.45
H 2.41 0.39 -1.68  0.42
H 2.20 0.48 -0.03  0.42
H 0.55 0.99 1.50  0.24
H 0.42 -0.76 2.09  0.26

Computed properties:
**ΔE to the lowest compared entry with this formula, charge and spin**: 353.3 kJ/mol
**Total charge**: +1
**Gap between HOMO and LUMO**: 10.05 eV
**Calculated total energy**: -8739.120 eV
**HOMO**: -13.813 eV



6.
Here is a structure of composition C44H42As2BGeNNi in a non-equilibrium geometry from the Open Molecules 2025 dataset. Energies are from ωB97M-V/def2-TZVPD.

Each line ends with the Mulliken spin population.
Geometry (Å):
Ni -0.39 0.51 -0.19  1.12
C 1.12 -2.51 -0.69  -0.01
C 1.40 -1.85 -2.03  0.02
As 1.11 0.10 -2.04  0.01
C -0.73 0.32 -2.74  -0.05
C -1.44 -0.58 -3.42  -0.01
C -2.83 -0.35 -3.79  0.00
C -3.49 0.75 -3.44  0.00
C -2.88 1.84 -2.63  0.00
C -1.39 1.60 -2.27  0.07
C 2.14 0.80 -3.52  0.01
C 2.23 0.06 -4.70  0.00
C 2.92 0.58 -5.78  0.00
C 3.50 1.84 -5.70  0.00
C 3.40 2.57 -4.53  0.00
C 2.73 2.05 -3.43  0.00
As -0.50 -1.86 0.21  0.02
C -0.62 -2.87 1.84  0.00
C -0.99 -2.23 3.02  0.00
C -1.14 -2.97 4.18  0.00
C -0.92 -4.34 4.17  0.00
C -0.56 -4.98 3.00  0.00
C -0.42 -4.25 1.83  0.00
C -1.95 -2.53 -0.86  -0.01
C -3.20 -1.94 -0.69  0.02
C -4.29 -2.40 -1.42  0.00
C -4.13 -3.44 -2.32  0.00
C -2.88 -4.03 -2.49  0.00
C -1.79 -3.58 -1.76  0.00
H 1.92 -2.30 0.03  0.00
H 1.08 -3.60 -0.80  0.00
H 0.80 -2.29 -2.83  0.00
H 2.45 -2.00 -2.30  0.00
H -1.01 -1.54 -3.71  0.00
H -3.34 -1.13 -4.35  0.00
H -4.53 0.88 -3.71  0.00
H -3.14 2.83 -3.00  0.00
H -0.72 2.46 -2.36  0.00
H 1.77 -0.92 -4.78  0.00
H 2.99 0.01 -6.70  0.00
H 4.03 2.24 -6.55  0.00
H 3.85 3.55 -4.46  0.00
H 2.66 2.63 -2.52  0.00
H -1.19 -1.17 3.02  0.00
H -1.44 -2.47 5.10  0.00
H -1.04 -4.91 5.08  0.00
H -0.40 -6.05 2.99  0.00
H -0.17 -4.76 0.91  0.00
H -3.34 -1.10 -0.01  0.00
H -5.25 -1.92 -1.29  0.00
H -4.97 -3.80 -2.89  0.00
H -2.76 -4.85 -3.19  0.00
H -0.83 -4.05 -1.90  0.00
C -1.08 3.73 1.04  -0.01
Ge 0.25 2.33 1.24  -0.10
C 2.06 3.02 0.97  -0.01
C 3.06 2.57 0.12  0.03
C 4.30 3.19 0.10  0.00
C 4.56 4.27 0.94  0.00
C 3.57 4.72 1.80  0.00
C 2.33 4.10 1.81  -0.03
C 0.10 1.32 2.88  -0.03
C -0.92 1.65 3.73  -0.02
C -0.98 1.10 5.03  0.00
C -0.03 0.22 5.44  -0.01
C 1.01 -0.19 4.58  0.01
C 1.96 -1.16 4.98  0.00
C 2.92 -1.61 4.12  0.00
C 2.98 -1.09 2.81  -0.01
C 2.08 -0.14 2.40  -0.01
C 1.08 0.34 3.27  0.02
H -0.93 4.44 1.86  0.00
H -2.09 3.32 1.09  0.00
H -0.94 4.26 0.10  0.00
H 2.89 1.72 -0.53  0.00
H 5.08 2.83 -0.57  0.00
H 5.53 4.75 0.93  0.00
H 3.76 5.55 2.46  0.00
H 1.57 4.47 2.49  0.00
H -1.68 2.36 3.43  0.00
H -1.78 1.40 5.70  0.00
H -0.07 -0.20 6.44  0.00
H 1.90 -1.56 5.99  0.00
H 3.64 -2.35 4.43  0.00
H 3.74 -1.44 2.13  0.00
H 2.15 0.25 1.39  0.01
B -4.37 1.69 -0.18  0.00
C -3.13 1.67 -1.12  0.00
N -1.87 1.43 -0.85  -0.04
H -5.01 2.68 -0.49  0.00
H -5.03 0.71 -0.49  0.00
H -4.02 1.65 0.98  0.00

Computed properties:
**2S+1**: 2
**Total charge**: +1
**Gap between HOMO and LUMO (alpha / beta)**: 6.30 / 6.61 eV
**Calculated total energy**: -267702.868 eV
**HOMO (alpha / beta)**: -10.836 / -10.815 eV